No. 1
DFT (ωB97M-V with the def2-TZVPD basis set) results for C6H10 in the gas phase in a non-equilibrium geometry.

Output
Spin multiplicity = 1
Total energy = -6379.4023 eV
Energy relative to the best compared isomer or geometry (same formula, charge and spin) = 4.457 eV
Charge = 0

Last column: natural (NBO) charge in e.
CARTESIAN COORDINATES (ANGSTROEM)
H1 0.25421 1.87904 -1.01142  0.201
C1 0.52490 0.58188 0.61833  -0.245
H2 0.40858 -0.26571 2.64601  0.210
H3 1.70741 1.09079 -1.30129  0.214
H4 -0.17698 -2.13981 0.07838  0.216
C2 -0.87208 -0.07524 0.76381  -0.256
H5 1.30420 -0.07438 0.71925  0.178
C3 -0.66305 -1.25966 -0.36991  -0.385
H6 -0.64876 -0.26364 -2.29214  0.216
C4 0.73025 0.91613 -0.82893  -0.401
H7 -1.65825 -1.44390 -0.69125  0.205
H8 -0.63508 1.11503 2.72382  0.219
H9 -1.36548 0.77180 0.36110  0.179
C5 0.10766 -0.40174 -1.54193  -0.412
H10 1.12117 -0.92897 -1.86971  0.208
C6 -0.13871 0.49837 1.99588  -0.347

No. 2
DFT (ωB97M-V with the def2-TZVPD basis set) results for 16 unconnected molecules or ions with the total composition C54H108NO16 in a non-equilibrium geometry.

Output
Spin multiplicity = 1
Total energy = -91998.1607 eV
Energy relative to the best compared isomer or geometry (same formula, charge and spin) = 0.000 eV
Charge = -1

Last column: Mulliken charge in e.
CARTESIAN COORDINATES (ANGSTROEM)
C1 9.32508 -2.44299 4.15344  0.251
H1 10.01581 -6.85205 12.41044  -0.003
H2 11.25313 -4.71885 -0.57534  0.344
H3 14.98268 1.45480 4.21135  0.342
C2 14.29981 -0.92803 10.79146  -1.184
C3 7.88496 -4.88936 8.67604  -0.956
C4 11.74079 -5.28168 0.21828  -1.379
C5 8.10114 -1.62381 4.50164  0.631
H4 13.93657 -10.01537 9.13034  0.375
C6 7.53454 -0.73989 3.42768  -1.272
C7 13.13669 -1.59686 10.09633  2.454
H5 15.64435 -3.17704 2.70385  0.109
O1 10.54041 -6.61850 15.05910  -0.642
O2 13.61429 -0.36388 8.13323  -0.977
H6 12.03966 -4.64794 14.94792  0.603
H7 15.95794 -6.83627 13.33126  0.343
C8 15.10393 -6.01319 4.86138  0.609
H8 13.66038 -8.81172 10.40793  0.002
H9 17.27030 0.59432 11.04435  -0.083
H10 11.35680 -0.10503 5.06654  -0.578
C9 14.14888 1.01031 3.67378  -0.452
C10 12.35324 -3.77854 2.22139  -0.015
C11 13.17685 -9.41300 9.63120  -1.137
H11 7.76722 -5.58958 11.97680  0.452
H12 11.24866 -4.98148 4.73803  -1.022
H13 12.49632 -7.39308 4.88579  -0.131
C12 8.18237 -4.89734 11.24502  -1.139
H14 12.94069 -3.09146 11.71937  -0.443
H15 16.05734 -5.41680 9.79401  0.541
C13 17.58209 2.72895 11.39434  1.028
O3 9.32515 -7.23704 5.23010  -0.651
C14 10.99831 -5.59178 5.60482  3.255
C15 13.50699 -2.67511 6.52784  -2.478
H16 9.52093 -0.89768 12.37141  0.082
H17 16.98350 -0.58573 14.71762  0.444
C16 16.32467 -2.29327 13.55849  0.869
H18 12.57342 5.41216 10.76470  0.292
H19 17.99216 4.82759 11.40784  0.312
O4 7.63596 -1.64821 5.61129  -0.567
C17 13.11580 -3.03277 10.64201  -1.157
C18 11.67927 0.46061 4.19537  0.280
H20 8.71619 1.84558 10.41777  0.164
O5 16.99242 -1.80149 5.20036  -0.510
H21 14.09601 1.33482 2.63522  0.409
C19 11.24431 -6.41251 14.09368  0.133
H22 12.93563 1.40546 12.05659  -0.264
C20 9.38476 -1.29360 14.43614  0.273
H23 19.00064 -3.07911 4.40320  0.291
H24 10.55890 -1.97645 8.19141  0.078
C21 12.84535 3.41335 11.42237  0.553
H25 11.45203 -6.32937 0.13665  0.342
H26 14.96084 -7.68757 6.27562  0.435
H27 8.95776 1.82280 6.48252  0.460
C22 9.71850 2.10662 8.50307  0.902
H28 11.11289 -3.66849 9.96302  -0.178
H29 13.26375 -5.65022 14.02461  0.325
O6 14.05490 -6.72940 11.73708  -0.471
H30 13.13008 -3.44006 5.83055  0.218
H31 6.51023 -0.46866 3.67334  0.361
H32 10.87280 -6.96028 8.64780  -0.141
C23 12.17019 -3.93788 9.85795  1.802
H33 11.70566 0.04159 10.00651  0.141
C24 15.83245 -2.21809 3.19337  -0.036
H34 11.76972 -6.90241 12.05174  -0.142
H35 7.03869 -4.24585 8.90214  0.507
C25 16.48029 -5.98725 4.22017  -1.543
C26 17.32816 1.53964 10.51698  -0.752
C27 11.55108 -7.87455 4.64136  -0.729
H36 9.15569 0.58409 13.35237  0.442
C28 12.88541 1.35246 4.42171  0.561
C29 8.48709 1.94281 9.35849  -1.179
C30 15.54094 -6.36816 9.92581  -0.434
H37 10.16390 -2.72587 15.69044  0.421
H38 14.72669 -3.58358 14.05365  -0.087
C31 15.19391 -6.51388 11.39729  0.649
C32 12.20677 2.21747 12.07221  0.117
C33 10.47644 -6.92720 5.13370  0.230
C34 11.00285 -7.13167 12.78192  -0.188
H39 10.88267 -2.47244 6.48669  -0.552
H40 11.48356 -8.79508 5.21478  0.275
H41 13.60507 -4.35205 8.34814  0.085
H42 13.61470 -1.72179 5.99763  0.210
H43 12.55810 -10.14549 10.15561  0.386
H44 16.74643 -5.48530 12.46645  0.190
C35 14.98394 -2.53706 14.20357  -0.462
H45 14.09010 -3.48267 10.40280  0.184
H46 14.61740 -6.43246 9.35550  -0.459
H47 11.91082 -4.51688 7.82593  -1.219
C36 11.48450 -7.57900 9.29335  0.702
O7 10.57956 2.89495 8.78347  -0.559
H48 17.80747 -0.75991 13.14328  0.291
C37 11.99952 4.66189 11.29493  -1.247
H49 15.24230 -1.35046 10.43114  0.614
H50 8.16491 0.13455 3.26157  0.205
H51 7.50665 -1.28360 2.47866  0.389
C38 12.24347 -5.27186 14.08072  -0.011
C39 11.28755 -1.97720 7.37823  -0.152
H52 14.29852 -1.13926 11.86231  -0.752
O8 16.94645 -3.17692 13.02046  -0.564
H53 10.23537 -5.11575 6.20886  -0.208
H54 14.96868 -2.05263 3.83967  -0.575
C40 11.40375 -4.77319 1.60121  0.747
H55 14.53478 -2.98264 6.74692  0.544
C41 12.48528 -8.50538 8.64865  0.604
H56 10.75726 -0.04958 13.35571  0.012
H57 16.18530 -7.20659 9.65463  0.662
H58 7.50757 -4.04965 11.12966  0.463
C42 8.21555 -5.66263 9.92982  1.192
O9 10.37308 -5.06146 2.15690  -0.526
C43 12.60928 -3.90337 8.40976  0.570
H59 16.76131 -7.01937 4.00615  0.457
C44 17.02688 -2.27164 4.10990  0.709
H60 18.11632 1.48954 9.76187  0.469
C45 17.74807 4.05057 10.69157  -1.267
O10 12.77476 -8.56951 7.47505  -0.499
H61 7.82709 2.80724 9.24689  0.405
H62 11.91700 2.39164 13.10902  0.578
H63 9.16053 -4.54237 11.56006  -0.049
H64 11.47068 -1.83541 14.91960  0.363
O11 17.68826 2.64050 12.59810  -0.602
H65 9.49476 0.35970 7.25529  0.082
H66 10.96975 -8.19575 13.02914  0.459
H67 9.33221 -2.60431 3.07661  0.497
H68 10.87006 1.02178 3.72503  0.582
H69 11.91237 -0.31050 3.44830  0.055
H70 16.01120 -1.45914 2.43286  0.626
C46 11.81868 -0.92817 10.50590  -1.169
H71 16.47899 -5.42625 3.29002  0.271
H72 16.21482 -0.17944 13.16253  0.159
H73 12.24349 -4.95758 10.25476  -1.538
H74 10.57495 -3.00470 13.93761  -0.113
O12 12.79064 2.34906 5.07668  -0.580
H75 10.92995 -1.50431 10.24510  0.010
C47 12.65537 -2.50011 7.78298  2.732
C48 10.49198 -2.28310 14.74751  -0.546
C49 9.71342 1.43110 7.17006  -0.621
H76 16.86163 4.31851 10.11531  0.302
H77 11.03239 4.45452 10.84293  0.240
H78 12.39750 -3.82296 3.30894  -0.444
H79 18.73303 -2.35038 2.78849  0.390
H80 12.08750 -4.65545 13.19034  -0.657
C50 18.28705 -2.92905 3.59700  -1.276
H81 7.90726 1.09239 8.99314  0.333
C51 15.00162 -6.59657 6.23246  -0.145
C52 9.71346 -0.35113 13.29266  -0.304
H82 13.37850 -3.92393 1.88206  0.300
H83 7.66899 -5.60840 7.88447  0.310
H84 8.73082 -4.29850 8.33096  -0.145
H85 9.34474 -3.37330 4.71443  -0.133
O13 8.32350 -1.31395 15.00276  -0.588
O14 14.12941 -5.60326 4.26050  -0.395
O15 8.36716 -6.84875 9.93276  -0.578
H86 12.07680 -6.91171 9.93081  -1.007
H87 12.82129 -5.22056 0.08012  0.344
C53 16.34112 -6.49327 12.36976  -1.514
H88 11.84015 4.97192 12.33775  0.377
N1 13.33185 -1.60364 8.67088  0.942
H89 17.08450 -7.21126 12.02099  0.454
O16 13.97882 3.39290 11.01027  -0.503
H90 17.99999 -3.91538 3.23180  0.287
H91 10.67685 1.46705 6.66384  0.007
H92 15.00802 -2.32487 15.27534  0.573
H93 10.22052 -1.88868 4.43905  -0.298
H94 11.88682 -5.73617 6.21635  -1.266
C54 16.86778 -0.89201 13.67942  -1.177
H95 14.05263 -6.32081 6.69958  -0.469
H96 11.86050 -0.70377 11.57623  -0.006
H97 14.30644 0.14399 10.59316  0.191
H98 18.55181 3.90127 9.96260  0.367
H99 11.51653 -8.05227 3.56874  0.342
H100 12.02040 -2.76789 1.96499  0.320
H101 15.79909 -6.17238 6.84751  0.459
H102 14.25232 -1.84840 13.78248  0.020
H103 17.16292 -5.48512 4.90834  0.341
H104 11.36271 1.86129 11.48103  -0.136
H105 16.37596 1.72122 10.00599  0.240
H106 11.38621 -0.93070 7.07186  -0.346
H107 10.87793 -8.19045 9.96125  0.584
H108 14.24994 -0.07754 3.69489  -0.359